Entry from OMol25: a molecular structure, C49H69ClGeN5P3Sc (ωB97M-V/def2-TZVPD).

Values from the calculation:
multiplicity: 2
energy: -176976.5970 eV
charge: +2
ΔE to the lowest compared entry with this formula, charge and spin: 62.7 kcal/mol
highest occupied orbital energy (alpha / beta): -12.04 / -12.06 eV
Kohn-Sham gap (alpha / beta): 6.897 / 5.107 eV

Each line ends with the Mulliken spin population.
CARTESIAN COORDINATES (ANGSTROEM)
Ge: 1.0137 0.9985 2.4652  -0.0060
Sc: 0.2729 0.1019 -0.1188  -0.0094
Cl: -0.7818 2.7309 -5.3295  0.0001
P: 2.7600 -1.2296 0.6473  0.0033
P: -1.3205 -1.3846 1.6671  -0.0087
P: -1.8047 2.6410 1.0724  0.0216
N: 2.8415 0.5769 2.7129  0.0156
N: 0.4922 3.2278 2.3167  0.4699
N: 1.5457 2.0341 4.3907  0.0000
N: 0.1525 -0.1590 3.6960  -0.0033
N: 0.7142 2.0267 -1.7562  -0.0009
C: 0.7472 3.1935 4.6328  0.1618
C: 2.9742 -3.0758 0.5829  0.0005
C: -0.2557 5.1879 3.5997  0.1580
C: 0.6356 -1.0534 -3.5442  0.0008
C: -0.5376 5.6719 4.8479  -0.0652
C: -0.1589 -1.6812 -1.4877  0.0001
C: -3.4723 -0.8191 3.4526  0.0001
C: 0.3322 3.8917 3.4521  0.0934
C: 2.7560 -3.7275 1.9528  -0.0001
C: -2.6259 3.0296 -0.5372  0.0085
C: 1.0338 3.9634 -3.7373  0.0000
C: 4.9575 3.6070 4.7023  -0.0025
C: 1.0267 -1.4935 -2.2982  -0.0004
C: 0.5287 -1.1760 5.9249  -0.0001
C: -0.4456 -1.4153 3.2820  0.0029
C: -2.0420 4.2099 -1.3177  0.0022
C: 4.0656 -0.5516 -0.4810  0.0004
C: -0.3734 -4.0071 1.2566  0.0004
C: 5.0317 1.6087 3.3325  0.0000
C: -3.1877 4.9716 1.9006  -0.0035
C: 0.3888 3.6556 5.8714  -0.0858
C: -0.7947 -0.9958 -3.5797  -0.0004
C: 3.6437 1.4968 3.3766  -0.0016
C: 1.5617 3.0562 -1.5948  -0.0031
C: -4.1116 2.7484 2.6191  0.0024
C: 1.7441 4.0351 -2.5466  -0.0007
C: 4.2996 -3.5778 0.0053  -0.0001
C: 5.4807 -0.4985 0.0899  0.0001
C: 0.1649 2.9066 -3.9035  0.0004
C: -1.2784 -1.3766 -2.3492  0.0008
C: 5.6717 2.6552 3.9904  -0.0003
C: 1.4198 0.9650 5.3911  0.0036
C: -4.0013 -1.1007 0.9680  -0.0001
C: -2.9752 -0.6507 2.0158  -0.0010
C: 0.6650 -0.1390 4.9947  -0.0071
C: 2.9619 2.4088 4.1787  0.0403
C: 3.6601 0.8226 -0.9679  -0.0004
C: -0.2604 4.8891 5.9819  0.2410
C: -0.2203 3.6355 1.1200  -0.0974
C: -2.6851 1.7161 -1.3284  -0.0001
C: 3.3036 -0.7405 2.3446  0.0001
C: -1.6519 -3.1722 1.3535  -0.0003
C: 1.8960 0.0081 7.5330  -0.0007
C: 2.0480 1.0380 6.6186  0.0003
C: -2.5869 -3.8438 2.3614  0.0000
C: 0.0270 1.9654 -2.8994  -0.0003
C: 3.5805 3.4648 4.8154  -0.0078
C: -2.8380 3.5434 2.3154  0.0159
C: 1.1263 -1.0896 7.1766  0.0005
H: 6.1850 -0.3154 -0.7245  0.0000
H: -0.4764 5.7827 2.7282  0.0044
H: 4.3890 -0.8140 2.3810  -0.0001
H: -2.8287 -0.2953 4.1638  0.0001
H: 0.3401 3.3194 0.2541  0.0274
H: -0.9954 4.0582 -1.5847  -0.0006
H: -2.1410 -3.1683 0.3748  0.0000
H: -4.6645 2.4967 1.7079  -0.0002
H: 2.3850 0.0558 8.4959  0.0000
H: 4.2425 -4.6654 -0.0792  0.0000
H: -3.6002 -1.0731 -0.0491  -0.0002
H: -2.3212 5.5709 1.6233  -0.0009
H: 0.6315 3.0867 6.7584  0.0050
H: -2.9497 1.8629 -2.3779  0.0003
H: 1.1477 4.7108 -4.5120  0.0000
H: -3.3952 1.0178 -0.8845  0.0004
H: -0.9801 6.6531 4.9622  0.0015
H: 2.6121 -4.8017 1.8226  0.0000
H: 2.1776 -3.3993 -0.0925  0.0001
H: 4.4203 1.2497 -1.6277  0.0000
H: 5.7949 -1.4123 0.5913  0.0000
H: -4.4769 -0.3977 3.5384  0.0000
H: 3.5397 1.5047 -0.1204  -0.0008
H: -2.1089 5.1376 -0.7491  0.0005
H: -0.3794 4.7099 1.0384  0.0052
H: -1.7170 1.2057 -1.3178  -0.0006
H: 1.8946 -3.3413 2.4895  -0.0003
H: 2.4430 4.8395 -2.3611  -0.0001
H: -3.6828 5.4779 2.7329  0.0033
H: 5.5745 0.3327 0.7873  0.0000
H: -3.8951 1.8277 3.1529  0.0006
H: 5.4633 4.4258 5.1943  0.0000
H: 5.1371 -3.3529 0.6668  0.0000
H: 3.0084 4.1604 5.4183  0.0040
H: 2.7425 0.7723 -1.5436  0.0000
H: -3.5403 -1.8601 3.7645  0.0000
H: -0.0623 -4.3274 2.2503  0.0000
H: -2.2379 3.5685 3.2281  0.0038
H: -0.2261 -2.5061 -0.7961  0.0002
H: -3.8832 4.9850 1.0591  -0.0001
H: 4.5234 -3.1906 -0.9874  0.0000
H: -0.0257 -2.0699 5.6768  0.0000
H: 2.1237 3.0879 -0.6722  0.0072
H: -0.5604 -4.9100 0.6729  -0.0001
H: -1.3889 -0.7002 -4.4357  0.0000
H: 1.2928 -0.8122 -4.3694  0.0000
H: -0.6498 1.1398 -3.0376  0.0003
H: 3.6331 -3.5897 2.5879  0.0001
H: 2.9198 -1.4916 3.0405  0.0000
H: -2.7328 -4.8832 2.0589  0.0000
H: 2.0265 -1.7914 -2.0204  -0.0001
H: -1.1782 -1.7549 4.0145  -0.0008
H: -0.5150 5.2618 6.9658  0.0009
H: 0.3016 -2.2174 3.2090  -0.0014
H: -3.5685 -3.3847 2.4216  0.0000
H: -2.3216 -1.4679 -2.0737  0.0000
H: 1.0008 -1.9081 7.8743  0.0000
H: -2.8014 0.4051 1.8509  0.0016
H: -4.3652 -2.1123 1.1474  0.0000
H: -3.6530 3.2841 -0.2617  0.0009
H: 6.7511 2.7262 3.9368  -0.0002
H: 5.6250 0.8854 2.7919  0.0004
H: 2.6804 1.8880 6.8529  0.0013
H: -4.7812 3.3452 3.2417  -0.0002
H: -2.5996 4.3519 -2.2464  0.0000
H: 0.4621 -3.4847 0.8010  -0.0002
H: -2.1486 -3.8600 3.3624  0.0000
H: 4.0568 -1.2257 -1.3390  -0.0001
H: -4.8682 -0.4363 0.9968  0.0000

Atoms 1-2, force components in eV/Å:
Ge -0.136 -0.259 -0.409
Sc 0.186 -0.173 -0.530